(1)
Density functional theory data (ωB97M-V/def2-TZVPD) for C55H48N4O5P2SY as an isolated structure.

Positions of all 116 atoms, in Å:
Y -0.38 1.89 0.80
O 1.12 3.19 6.64
C 0.82 1.91 6.61
O 0.84 1.20 7.59
C 0.40 1.34 5.29
C 0.09 0.00 5.13
N -0.26 -0.17 3.85
N -0.21 0.98 3.15
C 0.21 1.91 4.01
C 0.48 3.31 3.50
O 0.89 4.13 4.33
O 0.28 3.48 2.27
H 1.03 3.61 5.71
H 0.12 -0.80 5.85
H -0.48 -1.03 3.37
C -0.83 -1.95 0.91
C -2.18 -1.32 1.27
P -2.59 -0.01 0.02
C -2.95 -0.96 -1.46
C -2.17 -0.77 -2.65
C -2.41 -1.76 -3.68
C -3.36 -2.73 -3.55
C -4.16 -2.85 -2.39
C -3.93 -1.95 -1.38
C -4.24 0.56 0.60
C -5.19 0.93 -0.36
C -6.42 1.44 0.03
C -6.72 1.58 1.38
C -5.78 1.22 2.33
C -4.55 0.72 1.94
P -0.95 -3.33 -0.35
C 0.71 -3.26 -1.11
C 1.83 -2.65 -0.56
C 3.03 -2.60 -1.26
C 3.12 -3.19 -2.51
C 2.01 -3.81 -3.07
C 0.81 -3.83 -2.38
C -0.76 -4.72 0.85
C 0.45 -5.16 1.37
C 0.49 -6.17 2.32
C -0.69 -6.75 2.76
C -1.91 -6.32 2.25
C -1.94 -5.32 1.29
H -0.36 -2.39 1.79
H -0.14 -1.20 0.51
H -2.12 -0.83 2.24
H -2.97 -2.07 1.34
H -1.42 1.12 -2.06
H -1.88 -1.67 -4.61
H -3.51 -3.42 -4.37
H -4.92 -3.62 -2.30
H -4.52 -2.03 -0.46
H -4.95 0.81 -1.41
H -7.14 1.72 -0.72
H -7.68 1.98 1.68
H -6.00 1.34 3.39
H -3.82 0.48 2.71
H 1.78 -2.16 0.41
H 3.87 -2.08 -0.83
H 4.05 -3.14 -3.07
H 2.07 -4.24 -4.06
H -0.08 -4.26 -2.83
H 1.38 -4.71 1.03
H 1.44 -6.51 2.71
H -0.67 -7.54 3.51
H -2.83 -6.77 2.58
H -2.88 -5.00 0.86
N 0.98 1.26 -0.57
S 2.54 0.79 0.69
C 4.01 0.27 1.93
C 5.28 -0.19 1.59
C 6.08 -0.87 2.50
C 5.63 -1.10 3.80
C 4.37 -0.65 4.16
C 3.58 0.02 3.24
C 3.64 1.89 -0.20
C 4.53 2.72 0.47
C 5.38 3.57 -0.23
C 5.36 3.59 -1.62
C 4.47 2.76 -2.29
C 3.61 1.92 -1.59
H 0.86 0.50 -1.24
H 5.66 0.00 0.59
H 7.07 -1.22 2.20
H 6.26 -1.62 4.51
H 4.01 -0.81 5.17
H 2.59 0.36 3.53
H 4.55 2.71 1.55
H 6.05 4.22 0.32
H 6.01 4.26 -2.17
H 4.42 2.76 -3.37
H 2.90 1.31 -2.12
O -2.11 3.25 0.37
N -2.23 3.97 -0.77
C -1.12 4.58 -1.32
C -1.23 5.25 -2.50
C -2.48 5.38 -3.17
C -3.59 4.76 -2.54
C -3.46 4.09 -1.37
H -0.19 4.47 -0.78
H -0.33 5.69 -2.91
H -2.57 5.89 -4.11
H -4.58 4.81 -2.98
H -4.27 3.60 -0.84
C -1.32 0.33 -2.80
C -0.35 0.62 -3.82
C 0.29 -0.32 -4.65
C 1.27 0.06 -5.57
C 1.65 1.38 -5.70
C 1.05 2.33 -4.87
C 0.09 1.96 -3.96
H 0.07 -1.37 -4.53
H 1.74 -0.71 -6.17
H 2.42 1.67 -6.41
H 1.35 3.37 -4.93
H -0.35 2.71 -3.30

DFT total energy: -104468.8468 eV
HOMO energy (spin up / spin down): -0.17 / -0.89 eV
LUMO level (spin up / spin down): 3.7 / 3.7 eV
spin multiplicity: 2
net charge: -2
frontier orbital gap (spin up / spin down): 3.9 / 4.6 eV



(2)
Density functional theory data (ωB97M-V/def2-TZVPD) for one molecule with the formula C14H15N5O.

Positions of all 35 atoms, in Å:
C 2.36 -4.89 -1.06
C 1.82 -3.62 -0.48
C 0.89 -2.88 -1.18
C 0.39 -1.70 -0.65
C 0.82 -1.22 0.61
N 0.36 -0.07 1.16
C -0.53 0.67 0.54
N -1.00 1.77 1.16
C -0.37 2.22 2.37
H -1.15 2.62 3.03
C 0.65 3.32 2.01
H 1.65 2.90 1.88
O 0.33 3.93 0.77
C -1.05 4.14 0.63
H -1.17 4.72 -0.29
C -1.80 2.79 0.52
H -2.77 2.86 1.04
H -1.98 2.51 -0.52
H -1.43 4.73 1.47
H 0.68 4.08 2.80
H 0.13 1.38 2.85
C -1.03 0.26 -0.75
N -1.90 0.79 -1.58
N -2.00 0.00 -2.65
C -1.20 -1.01 -2.49
N -0.55 -0.91 -1.30
H -1.07 -1.81 -3.19
C 1.77 -1.98 1.30
C 2.25 -3.15 0.77
H 2.98 -3.72 1.32
H 2.10 -1.62 2.26
H 0.54 -3.23 -2.15
H 3.02 -5.39 -0.35
H 2.93 -4.68 -1.96
H 1.55 -5.57 -1.32

DFT total energy: -24258.9941 eV
HOMO energy: -7.79 eV
LUMO level: 0.4 eV
energy relative to the best compared isomer or geometry (same formula, charge and spin): 0.0 kJ/mol
SMILES string: Cc1ccc2nc(N3CCOCC3)c3nncn3c2c1
net charge: 0
frontier orbital gap: 8.2 eV



(3)
Density functional theory data (ωB97M-V/def2-TZVPD) for a 2-piece molecular cluster, C50H46F2N3O overall.

Positions of all 102 atoms, in Å:
F -1.01 -8.22 3.22
C -0.13 -7.21 2.89
C 1.18 -7.56 2.58
C 2.07 -6.52 2.24
C 1.64 -5.20 2.24
C 0.30 -4.85 2.56
C -0.20 -3.49 2.49
C -1.56 -3.25 2.29
C -2.19 -2.01 2.25
C -3.61 -1.83 2.36
C -4.46 -2.86 2.87
C -5.80 -2.57 3.08
F -6.61 -3.55 3.61
C -6.38 -1.34 2.78
C -5.56 -0.35 2.21
C -4.21 -0.60 1.98
C -0.59 -5.90 2.91
H 1.50 -8.60 2.60
H 3.10 -6.77 1.97
H 2.34 -4.39 1.98
H 0.51 -2.67 2.65
H -2.19 -4.13 2.08
H -1.57 -1.11 2.16
H -4.06 -3.84 3.15
H -7.43 -1.15 2.98
H -5.98 0.62 1.95
H -3.58 0.16 1.52
H -1.61 -5.69 3.20
C 2.14 -3.09 -4.53
C 1.59 -2.01 -3.65
C 0.98 -0.87 -4.16
C 0.44 0.12 -3.31
C -0.09 1.35 -3.96
C 0.39 -0.13 -1.93
N 0.00 0.93 -1.02
C -1.20 1.62 -0.99
C -2.38 1.20 -1.70
C -3.25 2.21 -2.19
C -4.18 1.86 -3.17
C -4.33 0.52 -3.55
C -3.62 -0.49 -2.90
C -2.65 -0.16 -1.96
N -1.13 2.67 -0.20
N 0.14 2.63 0.36
C 0.41 3.48 1.49
C -0.51 3.48 2.55
C -1.69 2.57 2.60
C -0.27 4.33 3.63
C 0.85 5.14 3.70
C 1.05 6.02 4.90
C 1.73 5.15 2.63
C 1.53 4.33 1.51
C 2.48 4.43 0.38
C 0.86 1.68 -0.25
C 2.05 1.03 0.29
O 1.90 0.32 1.32
C 3.33 1.10 -0.41
C 4.44 0.45 0.32
C 3.42 1.47 -1.81
C 2.74 2.56 -2.41
C 2.88 2.85 -3.77
C 3.65 2.02 -4.60
C 4.34 0.95 -4.03
C 4.28 0.72 -2.66
C 0.84 -1.36 -1.43
C 0.49 -1.96 -0.09
C 1.63 -2.16 -2.27
H 2.53 -3.91 -3.92
H 1.36 -3.51 -5.18
H 2.95 -2.74 -5.18
H 0.92 -0.72 -5.24
H -0.03 2.25 -3.33
H 0.49 1.56 -4.88
H -1.14 1.22 -4.27
H -3.12 3.24 -1.85
H -4.79 2.64 -3.63
H -5.02 0.26 -4.36
H -3.80 -1.54 -3.13
H -2.07 -0.92 -1.43
H -2.39 2.94 3.37
H -2.23 2.56 1.64
H -1.42 1.54 2.87
H -1.00 4.34 4.44
H 2.01 6.54 4.86
H 0.26 6.78 4.96
H 1.00 5.44 5.83
H 2.59 5.82 2.64
H 3.26 5.18 0.59
H 2.99 3.48 0.20
H 1.97 4.74 -0.54
H 5.40 0.60 -0.19
H 4.47 0.88 1.34
H 4.26 -0.63 0.44
H 2.10 3.20 -1.80
H 2.38 3.73 -4.19
H 3.70 2.22 -5.67
H 4.93 0.28 -4.66
H 4.85 -0.11 -2.22
H -0.12 -2.88 -0.22
H 1.40 -2.29 0.45
H -0.07 -1.28 0.55
H 2.18 -3.00 -1.83

DFT total energy: -64540.4792 eV
HOMO energy: -7.94 eV
LUMO level: -5.9 eV
net charge: +1
frontier orbital gap: 2.0 eV



(4)
Density functional theory data (ωB97M-V/def2-TZVPD) for one molecule with the formula C15H10ClN3OS.

Positions of all 31 atoms, in Å:
Cl -3.84 -2.83 0.02
C -3.02 -1.34 0.19
C -1.73 -1.07 0.61
N -1.52 0.27 0.58
C -2.63 0.82 0.16
C -2.96 2.17 -0.06
C -4.21 2.49 -0.51
C -5.16 1.47 -0.76
C -4.85 0.17 -0.55
N -3.61 -0.15 -0.10
H -5.53 -0.65 -0.72
H -6.14 1.73 -1.11
H -4.48 3.52 -0.68
H -2.21 2.91 0.15
C -0.69 -2.03 1.02
H -1.13 -2.94 1.44
H 0.03 -1.57 1.69
S 0.29 -2.57 -0.45
C 1.68 -1.58 -0.22
N 1.98 -0.89 0.83
C 3.18 -0.30 0.53
C 4.00 0.55 1.26
C 5.17 0.97 0.66
C 5.53 0.56 -0.62
C 4.73 -0.29 -1.37
C 3.56 -0.70 -0.77
O 2.57 -1.53 -1.24
H 5.00 -0.61 -2.36
H 6.45 0.92 -1.05
H 5.83 1.64 1.20
H 3.71 0.87 2.25

DFT total energy: -45592.9264 eV
HOMO energy: -8.08 eV
LUMO level: 0.5 eV
SMILES string: Clc1c(CSc2nc3ccccc3o2)nc2ccccn12
net charge: 0
frontier orbital gap: 8.6 eV



(5)
Density functional theory data (ωB97M-V/def2-TZVPD) for one molecule with the formula C2H4N2S2.

Positions of all 10 atoms, in Å:
C 1.37 0.71 -0.11
C -1.42 0.86 -0.03
N 3.11 -1.09 0.01
N 2.16 -1.73 0.02
S 2.98 1.05 0.01
S 0.18 1.80 0.03
H -1.33 0.26 -0.96
H -2.12 1.62 0.14
H -1.46 0.08 0.76
H 4.11 -1.49 -0.22

DFT total energy: -26784.9628 eV
HOMO energy (spin up / spin down): -7.89 / -7.89 eV
LUMO level (spin up / spin down): -0.1 / -0.1 eV
energy relative to the best compared isomer or geometry (same formula, charge and spin): 487.4 kJ/mol
net charge: 0
frontier orbital gap (spin up / spin down): 7.8 / 7.8 eV



(6)
Density functional theory data (ωB97M-V/def2-TZVPD) for a 2-piece molecular cluster, C5H10N2O6 overall.

Positions of all 23 atoms, in Å:
C -1.58 -2.54 -0.13
C -0.46 -1.59 -0.41
C -0.83 -0.13 -0.34
C 0.65 0.61 -0.06
C 0.75 2.14 -0.30
O 0.91 0.16 1.13
O 4.64 1.48 0.58
N 4.39 0.25 0.66
O 4.87 -0.66 -0.01
O -1.64 -0.01 0.77
N -2.68 1.19 0.79
O -3.01 1.38 1.93
O -3.00 1.61 -0.29
H -1.19 -3.57 -0.23
H -1.88 -2.38 0.92
H -2.41 -2.37 -0.82
H 0.25 -1.70 0.43
H 0.08 -1.87 -1.31
H -1.34 0.21 -1.24
H 1.04 0.18 -1.01
H 0.10 2.56 -1.08
H 0.53 2.67 0.64
H 1.79 2.37 -0.62

DFT total energy: -20601.3260 eV
HOMO energy (spin up / spin down): -9.99 / -10.07 eV
LUMO level (spin up / spin down): -1.8 / -2.6 eV
energy relative to the best compared isomer or geometry (same formula, charge and spin): 776.8 kJ/mol
net charge: 0
frontier orbital gap (spin up / spin down): 8.2 / 7.5 eV



(7)
Density functional theory data (ωB97M-V/def2-TZVPD) for one molecule with the formula C9H10N2O2.

Positions of all 23 atoms, in Å:
C 2.11 -0.44 -1.42
C 2.26 0.86 -1.03
C 1.61 -1.20 -0.19
C 2.15 1.14 0.51
C -0.83 -1.03 0.35
C 0.42 -0.49 0.41
C 0.59 0.89 0.59
C -1.59 1.28 0.25
C -3.19 -0.72 0.18
N -1.85 -0.16 0.52
N 3.17 0.22 0.98
O 2.67 -1.01 0.87
O -0.38 1.79 0.61
H 2.15 -1.01 -2.28
H 2.63 1.68 -1.60
H 1.33 -2.32 -0.30
H 2.48 2.23 0.87
H -1.00 -2.15 0.37
H -1.78 1.44 -0.76
H -2.41 1.72 0.68
H -3.42 -0.81 -0.86
H -3.15 -1.77 0.58
H -3.97 -0.14 0.66

DFT total energy: -16562.5732 eV
HOMO energy (spin up / spin down): -6.01 / -7.96 eV
LUMO level (spin up / spin down): 0.3 / 0.4 eV
energy relative to the best compared isomer or geometry (same formula, charge and spin): 786.0 kJ/mol
net charge: 0
frontier orbital gap (spin up / spin down): 6.4 / 8.4 eV



(8)
Density functional theory data (ωB97M-V/def2-TZVPD) for a 2-piece molecular cluster, C13H13Cl5N2O2S2 overall.

Positions of all 37 atoms, in Å:
O 0.90 -2.25 0.85
S 2.19 -1.91 0.34
O 2.57 -2.31 -0.98
Cl 3.57 -2.70 1.62
C 2.50 -0.17 0.56
C 2.44 0.29 2.02
C 1.85 1.70 2.19
C 0.31 1.76 2.22
C -0.40 1.24 1.00
C -0.34 1.85 -0.22
S 0.56 3.35 -0.51
C -1.01 1.31 -1.34
C -1.73 0.16 -1.24
C -1.85 -0.49 0.00
N -2.60 -1.62 0.09
C -2.66 -2.18 1.26
C -1.98 -1.65 2.39
N -1.26 -0.57 2.34
C -1.18 0.05 1.13
H 1.75 0.29 -0.08
H 3.49 -0.04 0.13
H 1.91 -0.44 2.63
H 3.47 0.31 2.38
H 2.27 2.36 1.44
H 2.19 2.07 3.16
H 0.02 2.81 2.35
H -0.03 1.23 3.10
H -0.09 4.13 0.35
H -0.95 1.82 -2.29
H -2.26 -0.25 -2.08
H -3.26 -3.08 1.37
H -2.05 -2.17 3.35
C -1.67 -0.98 -5.91
Cl -2.10 0.27 -7.08
Cl -3.03 -2.08 -5.70
Cl -0.27 -1.88 -6.49
Cl -1.28 -0.23 -4.36

DFT total energy: -105049.3760 eV
HOMO energy: -9.00 eV
LUMO level: -0.3 eV
SMILES string: O=S(=O)(Cl)CCCCc1c(S)ccc2nccnc12.ClC(Cl)(Cl)Cl
net charge: 0
frontier orbital gap: 8.7 eV



(9)
Density functional theory data (ωB97M-V/def2-TZVPD) for one molecule with the formula C2H9N5O.

Positions of all 17 atoms, in Å:
C -0.06 -0.24 -2.13
C -0.71 0.29 -0.88
N 0.98 1.15 -0.01
O -1.75 0.94 -0.89
H 1.80 1.26 -0.60
H 0.64 1.94 0.54
H 0.25 0.60 -2.75
H -0.81 -0.82 -2.68
H 0.80 -0.88 -1.94
N 1.20 -0.95 1.82
N -1.39 -0.31 1.41
N 0.82 -0.46 0.65
N -0.51 -0.63 0.33
H 2.17 -0.75 2.04
H 0.49 -0.85 2.55
H -2.19 -0.93 1.32
H -1.74 0.63 1.22

DFT total energy: -11713.1222 eV
HOMO energy: -8.21 eV
LUMO level: 0.9 eV
energy relative to the best compared isomer or geometry (same formula, charge and spin): 616.3 kJ/mol
SMILES string: CC(=O)N(N)N(N)N
net charge: 0
frontier orbital gap: 9.1 eV



no.,largest force on an atom (eV/Å)
1,1.00
2,1.07
3,5.37
4,1.28
5,3.60
6,4.54
7,4.88
8,0.62
9,3.76